1.
Density functional theory data (ωB97M-V/def2-TZVPD) for a structure of composition C13H26AsF6N4O18S3 in a non-equilibrium geometry.

Last column: Löwdin charge in e.
Atoms and positions in Å:
As  -0.279  -0.189  -0.509  0.793
F  -0.644  0.527  1.043  -0.251
F  1.163  0.831  -0.592  -0.271
F  0.071  -0.696  -2.147  -0.242
F  -1.652  -1.262  -0.418  -0.245
F  -1.270  1.075  -1.219  -0.258
F  0.692  -1.392  0.325  -0.237
C  0.152  3.903  -0.827  0.057
N  -0.095  5.323  -0.343  -0.464
O  0.846  5.962  0.050  0.054
O  -1.243  5.701  -0.361  0.059
H  -0.801  3.396  -0.829  0.071
H  0.812  3.460  -0.089  0.085
H  0.631  4.111  -1.779  0.106
C  -4.053  1.105  0.310  0.018
N  -5.262  1.369  1.126  -0.449
O  -5.126  1.868  2.214  0.080
O  -6.304  0.897  0.692  0.044
H  -3.238  0.945  1.017  0.081
H  -3.732  2.070  -0.092  0.104
H  -4.222  0.357  -0.448  0.088
C  1.935  -3.059  -2.100  0.058
N  1.790  -4.526  -1.732  -0.451
O  1.922  -5.325  -2.645  0.036
O  1.600  -4.840  -0.582  0.064
H  2.165  -3.036  -3.153  0.094
H  2.534  -2.535  -1.367  0.094
H  0.888  -2.818  -1.914  0.071
C  -2.881  0.318  -3.492  -0.163
C  -1.775  0.999  -4.201  -0.198
O  -1.616  0.273  -5.427  -0.183
S  -3.129  -0.037  -5.958  0.641
O  -3.152  -1.348  -6.573  -0.251
O  -3.591  1.044  -6.780  -0.245
O  -3.838  -0.048  -4.527  -0.191
H  -3.445  0.951  -2.812  0.123
H  -2.621  -0.629  -3.019  0.128
H  -0.807  1.017  -3.712  0.117
H  -2.004  2.031  -4.496  0.138
C  -3.750  -2.350  2.255  -0.146
C  -2.289  -2.803  2.400  -0.141
O  -1.797  -2.280  3.641  -0.217
S  -2.882  -1.319  4.337  0.639
O  -2.694  0.020  3.847  -0.233
O  -2.959  -1.585  5.734  -0.221
O  -4.168  -1.989  3.586  -0.191
H  -4.334  -3.215  1.953  0.131
H  -3.924  -1.523  1.573  0.109
H  -1.600  -2.541  1.603  0.107
H  -2.238  -3.876  2.597  0.133
C  2.429  -0.443  2.783  -0.149
C  1.605  -1.622  3.276  -0.190
O  2.218  -2.852  2.913  -0.183
S  3.830  -2.586  2.756  0.664
O  4.327  -2.941  1.457  -0.244
O  4.523  -3.102  3.915  -0.250
O  3.765  -0.965  2.832  -0.203
H  2.344  0.278  3.595  0.133
H  2.273  -0.041  1.785  0.109
H  0.543  -1.611  3.047  0.110
H  1.703  -1.579  4.370  0.134
N  4.573  3.205  0.232  -0.005
C  4.243  2.036  -0.408  -0.126
C  5.393  1.267  -0.434  -0.110
C  6.398  1.972  0.256  -0.118
C  5.857  3.167  0.685  -0.145
H  3.908  3.870  0.589  0.139
H  3.220  1.784  -0.628  0.079
H  5.401  0.280  -0.866  0.091
H  7.412  1.618  0.359  0.086
H  6.253  3.936  1.324  0.100

As for the net charge: -1. The gap between HOMO and LUMO comes out at 8.588 eV. Its spin multiplicity is 1.

---

2.
Density functional theory data (ωB97M-V/def2-TZVPD) for the molecule C5H8N2.

Last column: Löwdin charge in e.
Atoms and positions in Å:
C  2.315  -0.659  0.016  -0.030
N  1.086  0.098  0.125  -0.219
C  0.715  1.344  -0.269  -0.078
C  -0.666  1.364  -0.260  -0.036
C  -1.041  0.060  0.140  -0.365
C  -2.353  -0.650  0.221  -0.049
N  0.028  -0.679  0.376  0.092
H  3.139  -0.056  -0.363  0.084
H  2.113  -1.485  -0.673  0.086
H  2.559  -1.085  0.991  0.085
H  1.428  2.126  -0.498  0.115
H  -1.310  2.197  -0.512  0.095
H  -2.634  -1.025  -0.770  0.076
H  -3.167  -0.032  0.604  0.071
H  -2.215  -1.518  0.872  0.073

Its energy above the lowest of the compared OMol25 structures with the same formula, charge and spin is 0.635 eV. The gap between HOMO and LUMO comes out at 9.999 eV. The SMILES is Cc1ccn(C)n1. Its spin multiplicity is 1.

---

Energy readings, ordered: -166362.818 -8294.362 eV
Molecular weight readings, ordered: 811.472 96.133 g/mol
HOMO energy readings, ordered: -6.57 -8.94 eV